{
  "formula": "C59H83N7O6",
  "method": "ωB97M-V with the def2-TZVPD basis set",
  "spin_multiplicity": 1,
  "gap_ev": 9.44,
  "homo_ev": -9.34,
  "species": ["C", "C", "C", "O", "C", "H", "H", "H", "H", "H", "H", "H", "H", "C", "C", "C", "O", "C", "H", "H", "H", "H", "H", "H", "H", "H", "C", "C", "C", "O", "C", "H", "H", "H", "H", "H", "H", "H", "H", "C", "C", "C", "O", "C", "H", "H", "H", "H", "H", "H", "H", "H", "C", "C", "C", "O", "C", "H", "H", "H", "H", "H", "H", "H", "H", "C", "C", "C", "O", "C", "H", "H", "H", "H", "H", "H", "H", "H", "N", "C", "C", "C", "C", "C", "H", "H", "H", "H", "H", "N", "C", "C", "C", "C", "C", "H", "H", "H", "H", "H", "N", "C", "C", "C", "C", "C", "H", "H", "H", "H", "H", "N", "C", "C", "C", "C", "C", "H", "H", "H", "H", "H", "N", "C", "C", "C", "C", "C", "H", "H", "H", "H", "H", "N", "C", "C", "C", "C", "C", "H", "H", "H", "H", "H", "N", "C", "C", "C", "C", "C", "H", "H", "H", "H", "H"],
  "xyz": [[2.27513, 8.28742, -1.95688], [2.71246, 6.84470, -2.09959], [1.34043, 6.20735, -2.11928], [0.58834, 7.04452, -2.99862], [0.92845, 8.41047, -2.69238], [3.09990, 8.88566, -2.34414], [2.16701, 8.55891, -0.90678], [3.40824, 6.48805, -1.34013], [3.24064, 6.66692, -3.03635], [0.89417, 6.13091, -1.12776], [1.40197, 5.16457, -2.43059], [0.20823, 8.93618, -2.06548], [0.91393, 9.03169, -3.58791], [5.96676, 2.95153, -5.12972], [6.25887, 4.05446, -6.11750], [5.17755, 3.80145, -7.13776], [4.01411, 3.42844, -6.34805], [4.49931, 2.60148, -5.28044], [6.26820, 3.27264, -4.13266], [6.54569, 2.08730, -5.45537], [7.27626, 4.03996, -6.50840], [5.99003, 5.01961, -5.68819], [5.45405, 3.05706, -7.88443], [5.07788, 4.75709, -7.65246], [4.35788, 1.54784, -5.52116], [3.89517, 2.66009, -4.37508], [-4.52561, -0.00112, 4.98654], [-4.72152, 0.17372, 3.48612], [-6.21177, 0.04713, 3.22329], [-6.76316, 0.09461, 4.46923], [-5.85728, -0.54417, 5.37432], [-4.41143, 0.94645, 5.51302], [-3.71979, -0.67706, 5.27264], [-4.19246, -0.63141, 2.97622], [-4.28982, 1.13967, 3.22410], [-6.45081, -0.94434, 2.83864], [-6.58608, 0.89272, 2.64626], [-5.93676, -1.60485, 5.13612], [-6.13757, -0.46647, 6.42480], [-5.00107, -2.13436, -2.79166], [-5.65483, -3.43449, -3.26020], [-7.13047, -3.17651, -3.09331], [-7.31269, -2.00451, -2.31717], [-6.16350, -1.18223, -2.55474], [-4.26516, -1.78307, -3.51493], [-4.61257, -2.41623, -1.81303], [-5.32509, -4.20180, -2.55977], [-5.46224, -3.71956, -4.29449], [-7.65257, -4.05361, -2.71094], [-7.54034, -3.02819, -4.09237], [-5.94820, -0.55665, -1.68849], [-6.26941, -0.50849, -3.40500], [4.79045, -4.15812, -3.86201], [4.59748, -3.30777, -2.63667], [5.72411, -2.30769, -2.63107], [6.78204, -3.09907, -3.14011], [6.27849, -4.19878, -3.91851], [4.34098, -3.68360, -4.73431], [4.28402, -5.12305, -3.83872], [4.56096, -3.82596, -1.67842], [3.61300, -2.84373, -2.57712], [6.01202, -1.92386, -1.65235], [5.58897, -1.46377, -3.30756], [6.67356, -5.10414, -3.45770], [6.53726, -4.06645, -4.96905], [0.24676, -0.63121, 0.65291], [1.56481, -0.15230, 1.17702], [1.72226, 1.13114, 0.33185], [0.42022, 1.48961, -0.11545], [-0.56745, 0.61644, 0.47138], [-0.29203, -1.36053, 1.25781], [0.44858, -1.13709, -0.29126], [2.43240, -0.80741, 1.09815], [1.45559, 0.04851, 2.24278], [2.19336, 0.79534, -0.59194], [2.22001, 1.90955, 0.91016], [-1.48475, 0.48432, -0.10238], [-0.82612, 1.02734, 1.44726], [-6.98557, -5.17299, 2.73041], [-6.75018, -5.83623, 3.87035], [-5.46699, -6.05177, 4.35183], [-4.36720, -5.63396, 3.59896], [-4.60112, -4.95408, 2.39495], [-5.90561, -4.75071, 1.98142], [-7.62599, -6.13810, 4.42555], [-5.32206, -6.51321, 5.31748], [-3.34770, -5.84759, 3.88422], [-3.73501, -4.59287, 1.86037], [-6.08507, -4.13781, 1.11047], [-5.57135, 3.86386, -2.29952], [-4.28048, 4.13409, -1.96733], [-3.89455, 4.56842, -0.65428], [-4.95621, 4.69696, 0.30664], [-6.27460, 4.31968, -0.05945], [-6.53404, 3.90199, -1.36768], [-3.54192, 4.03063, -2.74851], [-2.88597, 4.76933, -0.32444], [-4.65252, 4.89775, 1.32343], [-7.00964, 4.42308, 0.72504], [-7.54742, 3.69133, -1.67603], [0.52505, -2.91882, 5.67635], [-0.28894, -3.12210, 6.73118], [0.07984, -2.73544, 8.00002], [1.26776, -2.01920, 8.16502], [2.11092, -1.81997, 7.08018], [1.68006, -2.29410, 5.82049], [-1.25821, -3.58032, 6.60099], [-0.57229, -2.85018, 8.85323], [1.51488, -1.63284, 9.14280], [3.01380, -1.24152, 7.20909], [2.28366, -2.22326, 4.92772], [-0.06260, -1.71383, -4.67142], [0.11914, -2.53274, -5.74812], [0.41195, -2.02430, -7.01333], [0.47039, -0.68219, -7.19533], [0.21835, 0.12880, -6.05988], [-0.02843, -0.39285, -4.83286], [0.11013, -3.59792, -5.57011], [0.65731, -2.69467, -7.82376], [0.82440, -0.30747, -8.14436], [0.29989, 1.20368, -6.12607], [-0.24249, 0.17732, -3.94095], [-0.64431, -7.16031, -1.06079], [-0.83725, -8.38485, -0.51415], [-0.55877, -8.68008, 0.81519], [-0.01780, -7.68329, 1.61524], [0.23212, -6.44267, 1.09279], [-0.10983, -6.21539, -0.27029], [-1.38448, -9.02374, -1.19148], [-0.81562, -9.63713, 1.24470], [0.26785, -7.94273, 2.62395], [0.53401, -5.64901, 1.76014], [0.09276, -5.26229, -0.73609], [6.34130, 1.52645, 1.57219], [6.34932, 0.93311, 2.77104], [6.71256, 1.61238, 3.94607], [7.19117, 2.90247, 3.86912], [7.28298, 3.51334, 2.63986], [6.84654, 2.77111, 1.52420], [5.84863, -0.02248, 2.82165], [6.60428, 1.10231, 4.89186], [7.52931, 3.48503, 4.71333], [7.77632, 4.47059, 2.55811], [6.89578, 3.24905, 0.55697], [-0.45264, 5.00868, 3.74616], [-0.83743, 3.83023, 4.34177], [0.00297, 2.88628, 4.79228], [1.40875, 3.14321, 4.73113], [1.84030, 4.28528, 4.08577], [0.92010, 5.21693, 3.61359], [-1.91456, 3.76715, 4.38893], [-0.28381, 1.95908, 5.26606], [2.13442, 2.47974, 5.17791], [2.87894, 4.56076, 3.97739], [1.23727, 6.13801, 3.14732]],
  "atomic_forces_ev_per_a": [[1.3, 1.0, 0.0], [-0.4, -0.2, 0.2], [0.4, -0.8, -0.1], [-0.4, 0.0, 0.2], [0.5, -0.3, 0.2], [-0.4, 0.6, -0.1], [-0.1, -0.1, 0.1], [-0.3, 0.1, 0.4], [-0.3, 0.1, -0.3], [-0.1, 0.5, 0.3], [-0.4, 0.1, -0.8], [-0.4, -0.5, 0.4], [0.4, -0.5, -0.4], [1.0, -0.5, 0.6], [-0.7, -0.1, 0.1], [-0.1, 0.5, 0.1], [0.6, 0.3, -0.6], [-0.3, -0.3, -0.2], [-0.1, -0.4, 0.1], [0.2, -0.1, 0.4], [-0.1, 0.1, 0.0], [0.5, 0.1, 0.1], [-0.2, -0.4, 0.1], [-1.0, -0.2, -0.2], [0.3, -0.2, -0.5], [-0.1, 1.0, 0.0], [-0.1, 0.1, 0.6], [1.7, 0.0, -0.5], [0.8, 0.0, -0.3], [-1.7, 0.8, 3.0], [-1.0, -1.0, -0.5], [0.3, 0.1, -0.2], [0.1, 0.1, -0.1], [0.2, 0.2, -0.3], [-0.1, -0.1, -0.5], [0.0, 0.1, -0.9], [-0.2, -0.4, -0.3], [0.3, -0.5, 0.0], [-0.3, 0.6, -0.2], [-0.2, -0.5, 0.1], [0.1, -0.3, 0.3], [-0.6, -0.2, -0.9], [0.5, 0.1, 0.2], [0.4, 0.1, 0.0], [0.2, 0.2, 0.5], [0.7, 0.6, -0.2], [0.0, -0.4, -0.5], [0.3, 0.0, 0.2], [-0.2, 0.4, 0.6], [-0.3, 0.3, -0.2], [-0.4, 0.0, 0.1], [-0.5, 0.0, -0.2], [-1.1, 0.1, 0.3], [-2.3, 1.0, 1.5], [0.2, -0.6, -0.6], [0.9, -0.3, -0.3], [0.6, 0.2, -0.3], [0.2, 0.4, -0.1], [0.3, -0.1, 0.4], [0.7, -0.6, -0.1], [-0.2, 0.4, -0.5], [-0.1, -0.1, 0.0], [-0.4, 0.2, 0.0], [0.2, -0.1, -0.4], [0.8, -0.3, 0.1], [-0.6, -1.9, -0.2], [0.0, 0.7, 0.8], [-0.3, -1.4, 0.0], [-1.2, 0.9, -0.1], [1.4, 0.2, 0.3], [0.2, -0.1, 0.3], [-0.4, 0.1, -0.4], [-0.2, -0.2, -0.3], [0.1, 0.4, 0.1], [0.9, 0.6, 0.1], [0.0, 0.3, -0.5], [0.3, 0.3, -0.4], [-0.3, 0.0, 0.2], [1.2, 0.2, -1.0], [0.3, 1.0, -0.9], [0.8, 0.0, -0.1], [-0.9, 0.0, -0.4], [0.2, -0.5, 0.8], [-0.9, -0.3, 1.8], [-0.1, -0.1, 0.1], [0.0, -0.2, 0.0], [0.0, 0.1, 0.3], [-0.2, 0.1, -0.4], [-0.4, -0.2, -0.2], [0.9, -0.2, 0.2], [-0.9, 0.6, 1.8], [-2.6, -0.5, -0.2], [0.8, -1.4, -2.0], [1.5, 0.6, 0.5], [1.1, 1.0, 0.5], [0.0, 0.0, -0.1], [0.1, 0.0, -0.4], [-0.4, 0.4, 0.1], [-0.4, -0.3, -0.3], [0.0, -0.2, -0.2], [-1.0, -0.4, -0.3], [1.0, 0.4, 0.0], [0.2, 0.8, 0.3], [0.1, -0.4, -0.3], [-0.7, 0.1, -0.4], [0.0, -0.2, 1.4], [0.0, -0.2, -0.5], [-0.1, -0.2, 0.0], [0.1, 0.0, 0.1], [0.2, -0.1, -0.2], [0.1, 0.2, -0.1], [-0.2, -2.0, -0.6], [0.2, 1.8, 1.1], [0.0, -1.4, 0.3], [0.2, 1.2, 1.3], [0.7, 1.3, -1.9], [-0.3, -1.6, 0.0], [-0.1, -0.1, 0.2], [-0.1, -0.2, -0.1], [-0.3, 0.4, 0.0], [-0.1, 0.2, -0.3], [0.2, 0.3, 0.0], [0.7, 0.0, 1.0], [-0.6, 1.3, 0.0], [-0.2, 0.0, -0.5], [0.3, -0.8, 0.0], [-0.8, 0.5, -1.1], [0.2, -0.9, 0.7], [0.2, -0.6, 0.2], [0.1, -0.1, -0.1], [-0.2, 0.2, 0.2], [0.4, 0.2, -0.3], [-0.1, 0.2, 0.0], [0.7, 0.5, 0.3], [-0.8, 1.3, 0.4], [-0.2, -0.9, -0.3], [0.2, 0.4, 0.1], [0.0, -1.1, -0.9], [0.1, 0.4, 0.5], [0.3, -0.3, 0.0], [0.1, 0.0, 0.1], [-0.1, -0.3, 0.4], [-0.3, 0.1, -0.3], [-0.1, -0.1, -0.3], [2.5, -0.5, 0.3], [-0.8, 2.8, -1.7], [3.2, -1.0, 1.0], [-1.2, 0.1, -0.4], [0.0, 0.7, 0.1], [-3.1, -1.3, 0.6], [-0.1, -0.4, 0.2], [-0.5, 0.1, 0.0], [-0.1, -0.2, -0.1], [0.2, -0.3, 0.1], [-0.1, 0.1, -0.1]],
  "lowdin_charge": [-0.181, -0.180, -0.221, -0.128, -0.180, 0.105, 0.107, 0.112, 0.112, 0.117, 0.118, 0.107, 0.113, -0.182, -0.185, -0.206, -0.130, -0.204, 0.110, 0.111, 0.118, 0.114, 0.118, 0.116, 0.107, 0.113, -0.177, -0.161, -0.236, -0.136, -0.206, 0.110, 0.111, 0.106, 0.104, 0.119, 0.127, 0.116, 0.125, -0.162, -0.177, -0.230, -0.123, -0.203, 0.113, 0.104, 0.103, 0.110, 0.119, 0.111, 0.115, 0.116, -0.181, -0.194, -0.203, -0.144, -0.203, 0.112, 0.117, 0.114, 0.108, 0.121, 0.113, 0.122, 0.117, -0.206, -0.177, -0.191, -0.155, -0.183, 0.114, 0.116, 0.110, 0.100, 0.117, 0.115, 0.123, 0.112, 0.054, -0.162, -0.082, -0.077, -0.085, -0.129, 0.099, 0.094, 0.097, 0.095, 0.095, 0.034, -0.131, -0.047, -0.071, -0.079, -0.162, 0.091, 0.087, 0.091, 0.090, 0.097, 0.042, -0.148, -0.080, -0.083, -0.065, -0.156, 0.099, 0.100, 0.102, 0.094, 0.096, 0.045, -0.126, -0.101, -0.071, -0.073, -0.173, 0.096, 0.100, 0.106, 0.099, 0.104, 0.045, -0.145, -0.077, -0.105, -0.072, -0.137, 0.098, 0.098, 0.103, 0.096, 0.095, 0.051, -0.148, -0.076, -0.101, -0.072, -0.144, 0.097, 0.096, 0.104, 0.100, 0.095, 0.057, -0.174, -0.083, -0.064, -0.099, -0.119, 0.097, 0.098, 0.097, 0.095, 0.095]
}